Below is a molecular structure, C5H12O, with properties calculated with ωB97M-V/def2-TZVPD.

```
18
Properties=species:S:1:pos:R:3:forces:R:3
C 2.62118 -0.30911 0.65118 0.0 0.0 0.1
C 1.60789 -0.80301 -0.38427 0.0 0.0 -0.1
C 0.22418 -0.32475 -0.07899 0.0 -0.2 0.1
O -0.53005 -0.00630 -1.10035 0.1 0.1 0.0
C -1.71875 0.56751 -0.95433 -0.2 -0.1 0.0
C -2.59094 0.13968 0.18270 0.0 0.1 0.1
H 3.61830 -0.71356 0.44839 -0.1 0.1 0.0
H 2.33512 -0.61901 1.66287 0.0 0.0 -0.1
H 2.67918 0.78384 0.64189 0.0 -0.2 0.0
H 1.63945 -1.90318 -0.42393 0.0 0.2 0.0
H 1.87985 -0.44478 -1.38308 0.0 0.0 0.1
H -0.26989 -0.61706 0.84503 0.1 0.1 -0.1
H -0.09966 1.56814 0.39209 -0.1 0.0 0.0
H -2.15661 0.79187 -1.92145 0.1 0.0 0.1
H -0.75963 1.82727 -0.01394 0.0 0.0 0.0
H -3.60232 0.52884 0.04030 0.1 0.0 0.0
H -2.22702 0.49470 1.15525 0.0 -0.1 -0.1
H -2.65026 -0.96109 0.24066 0.0 0.1 0.0
```
Forces are in eV/Å.

Spin multiplicity: 1
LUMO level, eV: 1.16
Relative energy (zero: lowest compared OMol25 entry of this formula, charge and spin), kcal per mole: 98.8
Gap between HOMO and LUMO, eV: 8.5
HOMO energy, eV: -7.3

Now the Mulliken charges, all in e: number 1, C, carries -1.157; number 2, C, carries -0.293; number 3, C, carries -0.296; number 4, O, carries -0.280; number 5, C, carries -0.217; number 6, C, carries -1.040; number 7, H, carries 0.361; number 8, H, carries 0.292; number 9, H, carries 0.313; number 10, H, carries 0.255; number 11, H, carries 0.234; number 12, H, carries 0.377; number 13, H, carries 0.032; number 14, H, carries 0.365; number 15, H, carries 0.109; number 16, H, carries 0.347; number 17, H, carries 0.307; number 18, H, carries 0.292



Below is a molecular structure, C12H27CuN3OV, with properties calculated with ωB97M-V/def2-TZVPD.

```
45
Properties=species:S:1:pos:R:3:forces:R:3
N 0.32412 1.77639 -0.42138 -0.9 -1.7 -0.5
C 0.59899 2.92622 -0.29188 3.4 3.9 1.4
O 1.22341 3.93446 -0.01885 -2.4 -2.1 -1.1
Cu 2.35193 2.04231 0.70043 0.4 -0.2 0.1
V -0.06651 -0.02032 -0.11088 -0.7 -0.4 -0.7
N 1.25229 -1.19118 -0.74182 0.9 0.0 -0.1
N -1.71696 -0.33617 -0.77358 -1.0 0.1 0.3
C 2.18638 -1.31083 -1.98572 -0.2 0.3 -0.6
C -2.49571 0.40283 -1.88497 0.0 0.8 -0.5
C 3.42149 -2.18402 -1.74181 0.1 -0.2 0.7
C 1.40456 -1.90305 -3.16019 -0.7 -0.2 -0.2
C 2.65496 0.07295 -2.36761 0.0 0.6 0.1
C -3.07908 1.67796 -1.28585 0.0 0.3 0.6
C -3.62839 -0.40202 -2.52858 -0.1 -0.6 0.1
C -1.50805 0.76740 -2.96382 0.6 0.0 -0.6
H 3.97540 -1.83422 -0.87269 0.1 0.0 0.1
H 4.11699 -2.14724 -2.59325 -0.5 0.2 0.1
H 3.18556 -3.23652 -1.58475 -0.1 0.0 0.0
H 0.99320 -2.89250 -2.93509 0.2 0.1 0.0
H 2.02515 -2.01337 -4.06210 0.0 0.1 0.5
H 0.56241 -1.26220 -3.43624 0.1 0.0 0.0
H 1.82287 0.76784 -2.49041 -0.1 0.0 -0.2
H 3.22229 0.06413 -3.30647 -0.2 -0.1 0.3
H 3.30814 0.49202 -1.59821 0.2 0.0 0.1
H -3.73926 1.46666 -0.44343 0.0 -0.1 0.0
H -3.66400 2.25315 -2.01687 0.2 -0.4 0.0
H -2.28588 2.33428 -0.91790 0.0 0.0 0.0
H -4.45801 -0.61765 -1.85538 0.1 0.1 0.1
H -3.26968 -1.34713 -2.93048 0.1 -0.1 0.0
H -4.06489 0.14591 -3.37755 0.4 0.1 0.4
H -1.96577 1.39690 -3.73718 0.0 -0.1 0.3
H -1.13252 -0.12701 -3.46567 -0.1 0.1 0.0
H -0.64994 1.31410 -2.55873 -0.1 0.0 -0.2
C 1.05315 -2.50022 -0.14148 -0.7 -0.9 0.2
H 0.30006 -2.38109 0.63461 -0.3 -0.3 0.5
H 0.68255 -3.29168 -0.83044 0.1 0.7 0.1
H 1.93657 -2.95206 0.35327 -0.2 0.8 -0.1
C -2.61010 -1.27325 -0.06704 0.0 -1.0 0.5
H -2.06687 -1.68536 0.77635 0.0 -0.2 0.4
H -3.53608 -0.81923 0.34113 0.7 0.3 -0.3
H -2.96401 -2.14100 -0.66294 0.6 0.6 -0.1
C -0.24360 0.33581 2.02904 -0.1 -0.6 -0.2
H 0.55951 0.98062 2.43560 -0.1 -0.3 -0.4
H -0.23855 -0.60328 2.61252 0.1 0.3 -0.4
H -1.19938 0.85166 2.24234 0.3 -0.2 -0.5
```
Forces are in eV/Å.

Spin multiplicity: 1
Charge: +2
LUMO level (spin up / spin down), eV: -9.24 / -9.58
Gap between HOMO and LUMO (spin up / spin down), eV: 7.0 / 6.5
HOMO energy (spin up / spin down), eV: -16.2 / -16.1

Now the Mulliken charges, all in e: number 1, N, carries -0.144; number 2, C, carries 0.595; number 3, O, carries -0.474; number 4, Cu, carries 0.655; number 5, V, carries 0.546; number 6, N, carries 0.268; number 7, N, carries 0.696; number 8, C, carries 1.163; number 9, C, carries 1.004; number 10, C, carries -1.779; number 11, C, carries -1.223; number 12, C, carries -1.525; number 13, C, carries -1.335; number 14, C, carries -1.741; number 15, C, carries -1.369; number 16, H, carries 0.452; number 17, H, carries 0.437; number 18, H, carries 0.421; number 19, H, carries 0.343; number 20, H, carries 0.480; number 21, H, carries 0.120; number 22, H, carries 0.244; number 23, H, carries 0.456; number 24, H, carries 0.237; number 25, H, carries 0.344; number 26, H, carries 0.449; number 27, H, carries 0.191; number 28, H, carries 0.436; number 29, H, carries 0.436; number 30, H, carries 0.423; number 31, H, carries 0.536; number 32, H, carries 0.233; number 33, H, carries 0.171; number 34, C, carries -0.984; number 35, H, carries 0.277; number 36, H, carries 0.417; number 37, H, carries 0.421; number 38, C, carries -1.139; number 39, H, carries 0.362; number 40, H, carries 0.404; number 41, H, carries 0.409; number 42, C, carries -1.037; number 43, H, carries 0.440; number 44, H, carries 0.351; number 45, H, carries 0.332



Below is a molecular structure, C24H63BaO19P4, with properties calculated with ωB97M-V/def2-TZVPD.

```
111
Properties=species:S:1:pos:R:3:forces:R:3
Ba 1.33357 0.67924 0.01638 1.7 1.5 -1.3
O 3.14244 -1.13111 -0.58302 -0.5 -0.4 0.4
H 2.79842 -2.03100 -0.54591 0.1 -0.1 -0.1
O 2.02510 3.07191 0.92738 -0.5 -0.5 0.3
H 2.14849 3.71902 1.62018 0.0 0.3 0.1
O 2.72556 1.85888 -1.98250 -0.6 -0.2 0.2
H 2.50322 2.14279 -2.87068 0.1 0.0 -0.2
C -0.73873 3.34860 -4.63253 -0.5 0.3 0.3
C 0.06882 3.38109 -3.34145 0.1 -1.3 -0.2
O -0.74333 3.88477 -2.26314 -0.2 0.4 -0.1
P -1.76061 3.03456 -1.39363 0.7 2.0 0.5
O -1.27259 1.77560 -0.83174 -0.6 -0.3 -0.4
O -3.09633 2.96518 -2.26760 0.6 -0.4 0.5
C -3.66926 4.14981 -2.82953 -1.1 0.2 0.4
C -5.00030 4.37934 -2.12796 -0.7 -0.4 -0.1
O -2.11809 4.15685 -0.29402 -0.7 -1.0 -0.9
C -1.12822 4.42956 0.69688 1.4 0.4 1.0
C -1.04123 5.94313 0.86324 -0.6 -0.3 0.0
H -1.03858 4.37255 -4.87834 -0.2 -0.1 0.0
H -0.25041 2.94920 -5.51906 0.5 -0.1 0.3
H -1.62143 2.72821 -4.47361 -0.2 0.1 -0.1
H 0.38927 2.39163 -2.99963 0.3 0.0 -0.4
H 0.95992 3.99238 -3.45475 -0.1 0.2 0.4
H -3.05439 5.04262 -2.72487 0.4 -0.3 -0.1
H -3.86219 3.91508 -3.87694 0.2 0.2 -0.1
H -5.64706 3.51612 -2.31340 0.0 0.0 0.0
H -4.92827 4.46165 -1.04415 0.4 0.1 0.0
H -5.55583 5.24599 -2.49707 0.3 0.1 -0.1
H -1.35544 3.93876 1.64907 -0.5 0.0 -0.2
H -0.14543 4.01466 0.43405 0.0 0.1 -0.2
H -0.68341 6.35468 -0.07959 0.0 0.3 0.1
H -2.04099 6.32760 1.09099 -0.1 0.1 -0.3
H -0.43614 6.28082 1.70361 0.4 -0.3 -0.2
C 1.96797 -1.72013 -5.79484 0.7 0.7 -0.5
C 1.63543 -1.96428 -4.35125 0.4 -0.7 0.3
O 0.20113 -2.08771 -4.19930 -0.4 0.1 0.3
P -0.60181 -0.91571 -3.48166 0.4 -0.5 -0.9
O 0.17814 -0.23718 -2.45620 -0.7 0.1 0.1
O -1.92855 -1.72103 -3.08236 0.8 0.4 -0.1
C -2.84052 -1.10857 -2.16145 -1.3 -0.6 0.6
C -4.00658 -0.45629 -2.90255 1.3 0.6 -0.3
O -1.04710 0.05798 -4.68035 0.3 0.0 0.4
C -1.90914 -0.38351 -5.74175 -1.0 0.4 0.5
C -1.26665 -0.24756 -7.10789 0.4 -0.2 0.4
H 1.92840 -0.66333 -6.07552 0.0 0.0 0.3
H 3.00314 -2.03858 -5.95170 -0.1 0.0 -0.1
H 1.33415 -2.22176 -6.52519 -0.1 -0.4 0.3
H 2.08476 -2.90974 -4.03030 -0.5 -0.2 -0.2
H 2.09433 -1.26690 -3.64193 -0.4 0.5 -0.2
H -3.24274 -1.90969 -1.53412 0.3 -0.2 -0.1
H -2.34806 -0.42288 -1.46996 0.2 0.2 -0.3
H -3.55797 0.42038 -3.38302 -0.5 0.3 0.1
H -4.40530 -1.06078 -3.71587 -0.1 -0.4 0.3
H -4.77976 -0.16338 -2.19649 -0.1 0.1 -0.1
H -2.33723 -1.33978 -5.43758 0.3 -0.3 -0.6
H -2.76223 0.30462 -5.71928 0.1 0.1 0.1
H -0.69149 0.67831 -7.06193 0.1 -0.1 -0.2
H -0.60638 -1.07818 -7.35158 0.1 0.1 0.1
H -2.00696 -0.15499 -7.90051 -0.2 0.0 0.1
C 1.67166 -4.48019 -1.46860 -0.6 0.0 -0.1
C 0.44289 -3.56696 -1.39344 0.4 -0.3 -1.0
O -0.32201 -3.82456 -0.19912 -0.1 0.1 0.8
P 0.00005 -2.97164 1.09824 0.4 -0.2 -0.2
O 0.03968 -1.51575 0.91724 -0.8 -0.8 0.4
O -1.12007 -3.48377 2.13690 0.5 0.7 0.0
C -1.05831 -4.82618 2.61840 -0.1 -1.4 -1.2
C -2.19417 -5.10047 3.57122 -0.3 1.9 0.5
O 1.37884 -3.59887 1.60670 -0.8 0.2 -0.4
C 2.16515 -2.87467 2.57059 0.7 0.1 0.5
C 3.61876 -3.03011 2.18624 0.1 -0.2 -1.0
H 1.37069 -5.52361 -1.59219 -0.2 0.0 0.3
H 2.25974 -4.25856 -2.35859 0.1 0.3 0.2
H 2.25429 -4.37718 -0.55816 0.3 0.0 -0.1
H 0.68846 -2.50596 -1.48399 0.3 0.0 0.4
H -0.22469 -3.76064 -2.23449 -0.1 -0.2 0.2
H -1.20235 -5.46397 1.73392 0.2 -0.1 0.1
H -0.06618 -5.06212 3.00861 -0.1 0.2 0.2
H -3.13160 -4.78591 3.10494 0.0 -0.4 -0.2
H -2.28373 -6.09813 3.98497 0.3 -0.2 -0.2
H -2.10716 -4.37515 4.39187 0.1 -0.3 0.2
H 1.91224 -1.81404 2.58303 -0.2 -0.1 -0.1
H 1.93965 -3.33052 3.54316 0.0 0.2 0.0
H 4.33419 -2.58278 2.87351 -0.2 -0.1 0.3
H 3.84923 -4.08211 1.99411 0.1 -0.1 0.4
H 3.77279 -2.53663 1.21791 -0.1 0.3 0.1
C -1.91817 -1.32429 5.46397 -0.9 0.5 0.1
C -0.68451 -1.21288 4.59393 -0.6 -1.2 -0.3
O 0.19530 -0.24552 5.13896 0.7 1.1 -0.3
P 1.30099 0.45045 4.19540 -0.5 0.7 -0.1
O 0.97420 0.49369 2.76599 0.4 -0.7 1.0
O 1.44833 1.89858 4.84335 -0.7 -0.8 0.1
C 2.54942 2.72364 4.46201 1.5 0.4 0.5
C 2.65414 3.85850 5.47899 -0.1 -0.5 -0.3
O 2.63787 -0.33069 4.59328 -0.1 0.4 -0.4
C 2.99829 -0.46249 5.97921 -0.3 -1.1 0.1
C 4.09754 -1.51084 6.03750 0.6 0.6 -0.1
H -2.31174 -0.33263 5.70789 0.3 0.1 0.0
H -2.75468 -1.77624 4.92412 0.3 -0.3 -0.1
H -1.81586 -1.84682 6.41549 0.4 -0.1 -0.1
H -0.16728 -2.18043 4.54381 0.0 0.1 0.1
H -0.98432 -1.00972 3.56282 0.2 0.5 0.1
H 3.46702 2.13067 4.57295 0.0 -0.1 -0.1
H 2.57568 3.04929 3.42097 -0.8 -0.2 -0.1
H 3.50414 4.49441 5.23241 0.0 0.0 0.0
H 1.76041 4.47870 5.52593 -0.1 -0.1 -0.1
H 2.82389 3.38934 6.44951 0.0 0.3 0.2
H 3.34317 0.48543 6.39182 -0.2 0.1 -0.1
H 2.11413 -0.82187 6.50938 0.0 0.3 0.2
H 3.90912 -2.33533 5.35367 -0.1 0.0 0.0
H 5.01494 -1.00345 5.72676 0.1 -0.3 -0.1
H 4.28444 -1.90847 7.03485 -0.3 0.1 0.1
```
Forces are in eV/Å.

Spin multiplicity: 1
Charge: -1
LUMO level, eV: 2.23
Relative energy (zero: lowest compared OMol25 entry of this formula, charge and spin), kcal per mole: 0.0
Gap between HOMO and LUMO, eV: 4.9
HOMO energy, eV: -2.6

Atomic partial charges in e from the Mulliken method, atoms 1 to 99: number 1, Ba, carries 2.038; number 2, O, carries -1.189; number 3, H, carries -0.041; number 4, O, carries -0.841; number 5, H, carries -0.131; number 6, O, carries -0.920; number 7, H, carries -0.039; number 8, C, carries -0.815; number 9, C, carries 0.804; number 10, O, carries -0.282; number 11, P, carries 0.089; number 12, O, carries -0.120; number 13, O, carries -0.069; number 14, C, carries -0.242; number 15, C, carries -1.348; number 16, O, carries -0.402; number 17, C, carries 0.114; number 18, C, carries -1.335; number 19, H, carries 0.341; number 20, H, carries 0.402; number 21, H, carries -0.143; number 22, H, carries -0.734; number 23, H, carries 0.433; number 24, H, carries 0.327; number 25, H, carries 0.367; number 26, H, carries 0.312; number 27, H, carries 0.278; number 28, H, carries 0.397; number 29, H, carries 0.238; number 30, H, carries 0.173; number 31, H, carries 0.282; number 32, H, carries 0.282; number 33, H, carries 0.385; number 34, C, carries -1.456; number 35, C, carries 0.503; number 36, O, carries -0.345; number 37, P, carries -0.436; number 38, O, carries 1.001; number 39, O, carries -0.400; number 40, C, carries 0.209; number 41, C, carries -0.953; number 42, O, carries 0.289; number 43, C, carries -0.345; number 44, C, carries -1.238; number 45, H, carries 0.276; number 46, H, carries 0.459; number 47, H, carries 0.216; number 48, H, carries -0.072; number 49, H, carries 0.196; number 50, H, carries 0.310; number 51, H, carries -0.066; number 52, H, carries -0.097; number 53, H, carries 0.302; number 54, H, carries 0.431; number 55, H, carries 0.437; number 56, H, carries 0.329; number 57, H, carries 0.200; number 58, H, carries 0.248; number 59, H, carries 0.414; number 60, C, carries -1.087; number 61, C, carries 0.406; number 62, O, carries -0.497; number 63, P, carries 0.364; number 64, O, carries 0.446; number 65, O, carries -0.370; number 66, C, carries -0.073; number 67, C, carries -1.251; number 68, O, carries -0.308; number 69, C, carries 0.767; number 70, C, carries -1.378; number 71, H, carries 0.359; number 72, H, carries 0.280; number 73, H, carries 0.099; number 74, H, carries -0.352; number 75, H, carries 0.324; number 76, H, carries 0.251; number 77, H, carries 0.275; number 78, H, carries 0.297; number 79, H, carries 0.383; number 80, H, carries 0.214; number 81, H, carries -0.298; number 82, H, carries 0.257; number 83, H, carries 0.357; number 84, H, carries 0.379; number 85, H, carries 0.206; number 86, C, carries -1.592; number 87, C, carries 0.709; number 88, O, carries -0.389; number 89, P, carries -0.552; number 90, O, carries 0.737; number 91, O, carries -0.280; number 92, C, carries 0.530; number 93, C, carries -1.335; number 94, O, carries -0.034; number 95, C, carries -0.038; number 96, C, carries -1.187; number 97, H, carries 0.436; number 98, H, carries 0.404; number 99, H, carries 0.306



How do the records compare in max |F|? In the order shown, they have 0.0042; 0.1038; 0.0517 Eh/bohr.